ORCA calculation (the ωB97M-V functional and the def2-TZVPD basis) on an isolated molecule of C3H4BrFO.

XYZ file:
```
10
Properties=species:S:1:pos:R:3:mulliken_charge:R:1
C 0.04 0.78 -1.21 0.38
C 0.10 -0.17 1.17 -0.99
C 0.15 -0.42 -0.34 0.15
O 0.73 1.06 -2.13 -0.46
F -1.02 1.53 -0.73 -0.22
Br -1.17 -1.78 -0.94 -0.12
H -0.85 -0.51 1.52 0.33
H 0.83 -0.65 1.87 0.29
H 0.11 1.01 1.48 0.26
H 1.08 -0.86 -0.69 0.37
```

Output
energy relative to the best compared isomer or geometry (same formula, charge and spin)	19.8	kJ/mol
highest occupied orbital energy	-10.84	eV
lowest unoccupied orbital energy	0.00	eV
net charge	0
total energy	-2865.82225	Ha
SMILES string	C[C@@H](Br)C(=O)F
orbital gap	10.8	eV



ORCA calculation (the ωB97M-V functional and the def2-TZVPD basis) on a 2-piece molecular cluster, C2H6NO5 overall.

XYZ file:
```
14
Properties=species:S:1:pos:R:3:mulliken_charge:R:1
C -1.51 -0.17 0.09 0.08
C -0.16 0.67 -0.12 0.51
N 1.01 -0.89 0.44 -0.69
O 1.82 -1.21 -0.73 -0.41
O -1.70 -0.75 -1.16 -0.58
O -1.53 -1.07 1.16 -0.58
O 0.14 1.70 0.83 -0.54
O 0.17 0.78 -1.31 -0.76
H -2.30 0.53 0.32 0.30
H 1.63 -0.33 1.12 0.21
H -0.86 -0.49 -1.65 0.34
H -0.58 -1.48 1.16 0.47
H 0.82 2.32 0.41 0.34
H 1.11 -1.24 -1.40 0.30
```

Output
energy relative to the best compared isomer or geometry (same formula, charge and spin)	519.1	kJ/mol
highest occupied orbital energy	-3.10	eV
lowest unoccupied orbital energy	3.85	eV
net charge	-1
total energy	-510.71721	Ha
orbital gap	7.0	eV